#1
This record from the OMol25 dataset describes one molecule with the formula C3H4N2O. The level of theory is ωB97M-V with the def2-TZVPD basis set.

Computed properties:
HOMO-LUMO gap   7.30 eV
LUMO   -0.23 eV

Geometry (Å):
N: 1.576 0.217 0.144
C: 0.121 0.133 0.126
C: -0.707 1.050 0.657
N: -1.985 0.459 0.280
C: -1.746 -0.620 -0.375
O: -0.427 -0.939 -0.544
H: 2.048 -0.521 0.679
H: 2.005 0.267 -0.787
H: 1.705 1.119 0.626
H: -2.449 -1.316 -0.816



#2
This record from the OMol25 dataset describes C3H4N2O as an isolated structure. The level of theory is ωB97M-V with the def2-TZVPD basis set.

Computed properties:
HOMO-LUMO gap   9.67 eV
LUMO   0.66 eV

Geometry (Å):
O: -1.783 1.491 0.265
C: -0.776 0.607 0.142
N: 0.441 0.923 0.515
N: 1.175 -0.201 0.352
C: 0.394 -1.184 -0.235
C: -0.978 -0.764 -0.328
H: -1.415 2.297 0.658
H: 2.175 -0.093 0.276
H: 0.747 -2.210 -0.291
H: 0.021 -0.866 -1.354



Q: Which of them is the most stable? A: #2.